# 1
{"formula": "C13H12Cl7NO4Tc", "method": "wB97M-V/def2-TZVPD", "largest_force_ev_per_a": 0.65, "s_squared": 3.787, "multiplicity": 4, "homo_lumo_gap_ev": [9.0498, 6.0399], "e_homo_ev": [-15.198, -15.431], "molar_mass_g_mol": 592.41, "charge": 2, "elements": ["Tc", "C", "C", "C", "O", "C", "O", "O", "H", "H", "H", "H", "H", "H", "H", "Cl", "C", "C", "Cl", "C", "Cl", "C", "O", "C", "Cl", "C", "Cl", "C", "C", "N", "H", "H", "H", "Cl", "C", "Cl", "H", "H"], "xyz": [[0.09842, -0.32954, 0.02441], [-1.17602, 3.11236, 1.57325], [-1.73921, 2.02044, 0.68528], [-3.24968, 2.02038, 0.61907], [-1.27537, 0.70864, 1.24292], [-1.13259, 2.14273, -0.70276], [-1.44479, 2.96631, -1.49151], [-0.12003, 1.24911, -0.96237], [-1.57333, 3.02594, 2.58338], [-1.46571, 4.07824, 1.16075], [-0.08738, 3.06578, 1.61389], [-3.68586, 2.06044, 1.61764], [-3.62606, 1.14353, 0.08650], [-3.56798, 2.90389, 0.06842], [-2.06032, 0.19722, 1.48649], [-3.00695, -6.73647, -0.41187], [-2.60600, -5.12126, -0.54407], [-1.53416, -4.60699, 0.27121], [-0.71690, -5.61475, 1.35922], [-1.20701, -3.29579, 0.14272], [0.05896, -2.57556, 1.12398], [-1.87653, -2.41688, -0.76770], [-1.53342, -1.20521, -0.88477], [-2.96590, -2.94854, -1.54962], [-3.75722, -1.88579, -2.58568], [-3.31171, -4.28068, -1.43708], [-4.57794, -4.91592, -2.36787], [3.63140, 1.27202, 2.57594], [2.52441, 0.76814, 1.77198], [1.65162, 0.37684, 1.14146], [4.38619, 0.49338, 2.67967], [3.26688, 1.56571, 3.55904], [4.07092, 2.13530, 2.07708], [4.14063, -1.39073, -0.49727], [3.17659, -0.73296, -1.79035], [1.44775, -1.30926, -1.72419], [3.53505, -1.10594, -2.74359], [3.14426, 0.34969, -1.75325]], "forces_ev_per_angstrom": [[-0.415, 0.370, -0.313], [0.035, 0.042, -0.011], [-0.016, -0.023, 0.293], [-0.038, -0.052, -0.003], [-0.039, -0.158, 0.065], [0.494, -0.287, -0.314], [-0.123, 0.139, 0.008], [-0.184, 0.114, 0.093], [-0.034, -0.025, -0.012], [0.021, 0.011, 0.014], [-0.003, 0.003, -0.023], [0.032, -0.003, 0.018], [0.009, 0.024, -0.044], [-0.023, 0.003, 0.005], [-0.021, 0.074, -0.028], [-0.046, -0.135, 0.005], [0.099, 0.125, 0.049], [-0.125, -0.114, -0.065], [-0.007, -0.029, 0.002], [0.076, 0.251, -0.023], [-0.189, -0.393, 0.093], [0.062, -0.005, 0.107], [-0.015, -0.069, -0.060], [0.120, -0.023, 0.102], [-0.067, 0.043, -0.083], [0.061, -0.042, 0.073], [-0.048, -0.022, -0.037], [-0.161, -0.088, -0.146], [0.163, 0.119, 0.198], [0.397, 0.203, 0.138], [-0.007, -0.022, -0.010], [-0.024, -0.004, 0.008], [-0.010, 0.012, -0.019], [-0.069, 0.007, 0.026], [0.082, -0.013, 0.005], [0.090, -0.068, -0.093], [-0.028, 0.038, -0.025], [-0.049, -0.005, 0.010]]}

***

# 2
{"formula": "C4H12N3S", "method": "wB97M-V/def2-TZVPD", "e_above_lowest_kj_mol": 593.0, "largest_force_ev_per_a": 5.54, "homo_lumo_gap_ev": 7.0285, "e_homo_ev": -3.091, "molar_mass_g_mol": 134.23, "charge": -1, "elements": ["C", "N", "C", "C", "S", "N", "C", "N", "H", "H", "H", "H", "H", "H", "H", "H", "H", "H", "H", "H"], "xyz": [[-0.94611, 1.63501, 0.02338], [-1.92104, 1.84903, 1.00405], [-0.27148, 0.17601, 0.09657], [-1.23490, -1.16858, -0.25183], [-2.87362, -1.36729, 0.57507], [1.33736, 0.64399, -0.65456], [2.15824, -0.58447, -0.84490], [2.25603, -1.36851, 0.43035], [-1.37420, 1.67814, -1.06543], [-0.02516, 2.26270, 0.07971], [-1.57030, 2.20017, 1.94331], [-2.63103, 1.10035, 1.04891], [0.03307, 0.06916, 1.14417], [-1.44846, -1.02563, -1.28830], [-0.67842, -2.07978, -0.11403], [0.19139, 0.29667, -0.98597], [3.25241, -0.38908, -1.11344], [1.77920, -1.25260, -1.72251], [1.67289, -2.08232, 0.61591], [2.29416, -0.59298, 1.07953]], "forces_ev_per_angstrom": [[1.180, -2.096, -2.294], [-0.795, 1.415, 2.063], [-2.146, -0.180, 3.463], [0.413, 1.984, 0.191], [0.715, 0.506, 0.109], [-1.154, -1.674, -0.974], [-0.757, -1.741, -0.484], [3.680, 3.675, -1.909], [0.506, 0.364, 1.813], [-1.131, 0.058, 0.010], [-0.652, -1.090, -1.863], [0.714, 0.303, 0.245], [0.128, -0.174, -0.477], [-0.065, -0.231, -1.000], [0.583, -0.118, 0.042], [3.081, 0.538, -2.093], [-1.633, 0.706, 0.215], [0.512, 0.821, 1.553], [-2.825, -2.318, 0.659], [-0.357, -0.748, 0.732]]}

***

# 3
{"formula": "C4H13N3", "method": "wB97M-V/def2-TZVPD", "smiles": "NCCCNCN", "e_above_lowest_kj_mol": 104.1, "largest_force_ev_per_a": 1.41, "homo_lumo_gap_ev": 9.6523, "e_homo_ev": -8.670, "molar_mass_g_mol": 103.17, "charge": 0, "elements": ["N", "C", "C", "C", "N", "C", "N", "H", "H", "H", "H", "H", "H", "H", "H", "H", "H", "H", "H", "H"], "xyz": [[-1.48950, -0.70654, -2.81531], [-1.04793, 0.08827, -1.66881], [-0.90086, -0.75924, -0.39749], [0.53324, -0.97035, 0.06664], [1.24495, 0.22214, 0.56979], [0.60510, 1.11138, 1.49515], [1.14075, 0.93990, 2.85792], [-0.70161, -1.05956, -3.34179], [-2.12513, -0.21446, -3.42346], [-0.04028, 0.49242, -1.84405], [-1.77920, 0.87772, -1.51911], [-1.44024, -0.27253, 0.42769], [-1.41051, -1.73025, -0.40204], [1.10145, -1.26344, -0.81272], [0.52387, -1.73278, 0.85218], [1.58407, 0.72890, -0.23452], [0.74142, 2.14981, 1.18818], [-0.46773, 0.95603, 1.55946], [1.82947, 0.20457, 2.87840], [0.41399, 0.84400, 3.55382]], "forces_ev_per_angstrom": [[0.064, -0.261, 0.092], [0.179, -0.921, -0.003], [-0.733, 0.226, 1.181], [-0.195, 0.530, 0.302], [0.051, -0.071, -0.867], [-0.021, -0.044, 0.986], [-0.087, 0.471, -0.282], [-0.212, 0.036, -0.130], [0.186, 0.085, -0.094], [-0.321, 0.520, -0.128], [0.200, 0.225, 0.058], [0.085, 0.128, -0.136], [0.138, 0.097, -0.759], [0.298, -0.599, 0.178], [0.283, -0.100, -0.271], [0.101, 0.138, 0.157], [0.193, -0.021, -0.182], [-0.330, -0.014, -0.187], [-0.122, -0.127, 0.127], [0.241, -0.298, -0.043]]}

***

# 4
{"formula": "C5H16NO5", "method": "wB97M-V/def2-TZVPD", "e_above_lowest_kj_mol": 57.7, "largest_force_ev_per_a": 4.08, "homo_lumo_gap_ev": 8.2335, "e_homo_ev": -4.620, "molar_mass_g_mol": 170.19, "charge": -1, "elements": ["C", "N", "C", "C", "C", "C", "O", "O", "H", "H", "H", "H", "H", "H", "H", "H", "H", "H", "H", "H", "O", "H", "H", "O", "H", "H", "O"], "xyz": [[1.03192, 1.17608, -0.05606], [1.12699, -0.11235, 0.78689], [2.58026, -0.34505, 0.74110], [-1.01680, -1.60607, 0.47280], [0.43283, -1.26875, 0.13401], [0.59879, -1.39195, -1.43565], [-0.25772, -0.84387, -2.17394], [1.67289, -1.88622, -1.82764], [0.00785, 1.48200, -0.13191], [1.30411, 0.78127, -1.04760], [1.62939, 1.96386, 0.35376], [3.31361, 0.43415, 0.74920], [2.78176, -1.15557, 0.05095], [2.94195, -0.89037, 1.65367], [-1.19142, -2.64669, 0.45093], [-1.27081, -1.46691, 1.53025], [-1.65041, -1.06184, -0.18930], [1.07263, -2.12708, 0.35835], [-1.16324, 1.64185, -2.60180], [-1.39580, 0.22476, -2.27594], [-1.93042, 1.08879, -2.26924], [-1.41660, 1.74709, 1.88501], [-0.30840, 0.76072, 2.21683], [-1.10501, 1.16316, 2.59538], [-3.03980, 1.08248, 0.52406], [-2.34902, 1.51822, -0.73070], [-2.39949, 1.73828, 0.23660]], "forces_ev_per_angstrom": [[-1.034, -2.762, -0.307], [0.132, 2.235, -0.848], [0.458, -3.416, 2.191], [0.865, 1.164, 1.733], [0.708, -1.570, -0.696], [1.127, 1.382, 0.011], [-0.599, -0.260, -0.309], [-0.306, -0.378, 0.167], [-0.625, 0.257, 0.130], [0.429, 1.156, -0.084], [0.495, 0.204, 0.139], [-0.355, 1.134, -0.774], [0.452, 0.610, -1.066], [-0.754, 0.325, 0.121], [0.007, -1.393, -1.056], [0.082, 0.926, -0.084], [-0.788, 0.252, -0.253], [-0.267, 0.022, 0.806], [-1.545, -0.476, 0.582], [-0.395, -0.004, 0.522], [1.846, 0.555, -1.235], [-0.025, -0.339, 0.014], [0.068, -0.202, -0.052], [0.143, 0.338, 0.234], [0.000, -0.040, 0.455], [0.516, 0.292, 0.112], [-0.636, -0.010, -0.452]]}

***

What did the fourth record say?
{"formula": "C5H16NO5", "method": "wB97M-V/def2-TZVPD", "e_above_lowest_kj_mol": 57.7, "largest_force_ev_per_a": 4.08, "homo_lumo_gap_ev": 8.2335, "e_homo_ev": -4.620, "molar_mass_g_mol": 170.19, "charge": -1, "elements": ["C", "N", "C", "C", "C", "C", "O", "O", "H", "H", "H", "H", "H", "H", "H", "H", "H", "H", "H", "H", "O", "H", "H", "O", "H", "H", "O"], "xyz": [[1.03192, 1.17608, -0.05606], [1.12699, -0.11235, 0.78689], [2.58026, -0.34505, 0.74110], [-1.01680, -1.60607, 0.47280], [0.43283, -1.26875, 0.13401], [0.59879, -1.39195, -1.43565], [-0.25772, -0.84387, -2.17394], [1.67289, -1.88622, -1.82764], [0.00785, 1.48200, -0.13191], [1.30411, 0.78127, -1.04760], [1.62939, 1.96386, 0.35376], [3.31361, 0.43415, 0.74920], [2.78176, -1.15557, 0.05095], [2.94195, -0.89037, 1.65367], [-1.19142, -2.64669, 0.45093], [-1.27081, -1.46691, 1.53025], [-1.65041, -1.06184, -0.18930], [1.07263, -2.12708, 0.35835], [-1.16324, 1.64185, -2.60180], [-1.39580, 0.22476, -2.27594], [-1.93042, 1.08879, -2.26924], [-1.41660, 1.74709, 1.88501], [-0.30840, 0.76072, 2.21683], [-1.10501, 1.16316, 2.59538], [-3.03980, 1.08248, 0.52406], [-2.34902, 1.51822, -0.73070], [-2.39949, 1.73828, 0.23660]], "forces_ev_per_angstrom": [[-1.034, -2.762, -0.307], [0.132, 2.235, -0.848], [0.458, -3.416, 2.191], [0.865, 1.164, 1.733], [0.708, -1.570, -0.696], [1.127, 1.382, 0.011], [-0.599, -0.260, -0.309], [-0.306, -0.378, 0.167], [-0.625, 0.257, 0.130], [0.429, 1.156, -0.084], [0.495, 0.204, 0.139], [-0.355, 1.134, -0.774], [0.452, 0.610, -1.066], [-0.754, 0.325, 0.121], [0.007, -1.393, -1.056], [0.082, 0.926, -0.084], [-0.788, 0.252, -0.253], [-0.267, 0.022, 0.806], [-1.545, -0.476, 0.582], [-0.395, -0.004, 0.522], [1.846, 0.555, -1.235], [-0.025, -0.339, 0.014], [0.068, -0.202, -0.052], [0.143, 0.338, 0.234], [0.000, -0.040, 0.455], [0.516, 0.292, 0.112], [-0.636, -0.010, -0.452]]}